[1]
# C34H45BrF22NO18S

A 8-piece molecular cluster, C34H45BrF22NO18S overall (ωB97M-V with the def2-TZVPD basis set, OMol25).

**Charge**: -1
**HOMO-LUMO gap**: 6.99 eV

Element x y z (Å)
C1 -7.55 -2.64 10.59
F1 -4.42 1.87 5.93
H1 9.53 3.48 2.33
C2 -4.28 -0.37 5.14
N1 0.00 2.01 1.54
O1 1.47 -1.30 1.76
F2 -2.68 4.01 -7.61
C3 8.49 2.83 4.09
H2 8.01 2.67 1.99
F3 10.34 -0.80 0.81
H3 -4.15 -2.62 -4.00
H4 -1.17 3.96 3.93
H5 -5.32 2.24 -7.97
H6 -1.82 -2.03 -3.23
C4 -4.95 1.23 -7.78
H7 -5.88 -1.37 1.54
F4 -2.06 6.07 -7.77
H8 3.68 0.60 3.04
H9 7.82 2.02 4.41
H10 -5.18 0.61 -8.65
H11 -8.65 -0.06 8.60
F5 -2.86 -2.59 -6.53
H12 -1.94 -3.24 -1.96
H13 -6.20 0.19 2.32
F6 -4.54 1.43 -1.35
C5 11.24 -8.00 -0.75
H14 0.04 3.03 5.56
F7 -0.41 4.30 1.79
F8 -0.63 4.48 -8.07
C6 -4.82 0.15 -1.21
H15 -6.29 -1.30 3.25
O2 -4.09 0.17 3.95
F9 -2.18 -3.16 -8.50
C7 -8.57 -1.05 8.17
O3 3.01 2.81 1.18
C8 -1.90 4.85 -8.28
F10 12.25 -8.45 -1.50
C9 -2.28 -2.99 -2.96
Br1 -0.13 2.48 -0.28
H16 11.17 -3.79 -1.23
F11 -7.93 -3.30 12.83
H17 9.42 -3.88 -1.15
C10 10.32 -3.69 -0.56
H18 -3.81 -1.64 2.96
F12 -4.30 0.33 7.43
H19 -3.27 6.61 -13.25
H20 11.32 -4.51 1.18
O4 -8.25 -3.51 10.16
C11 -1.83 5.91 -11.82
O5 -6.98 -1.67 9.90
F13 10.11 -8.15 -1.45
H21 -6.43 -1.07 8.04
H22 1.07 3.43 2.77
O6 -4.63 -1.49 5.38
H23 -1.69 4.92 -12.26
O7 -1.65 5.84 -10.39
C12 -0.23 2.28 4.82
O8 9.65 1.46 2.43
C13 -3.90 0.67 6.20
C14 -4.24 -0.70 -2.35
O9 -2.96 -0.03 -7.17
H24 -2.91 1.66 -8.38
O10 -4.29 -1.98 -2.02
C15 -2.16 -2.18 -7.60
H25 -5.47 0.81 -6.92
C16 3.81 0.46 1.97
H26 -3.31 7.46 -11.69
O11 -3.84 -0.24 -3.37
H27 -3.99 5.85 -11.83
O12 12.53 -5.98 -0.44
C17 -7.15 -2.53 12.07
S1 2.66 1.42 1.01
C18 -2.22 4.81 -9.78
C19 8.88 2.67 2.64
O13 7.77 0.24 2.43
H28 3.62 -0.58 1.74
H29 9.56 -4.54 1.26
C20 0.61 -0.44 1.45
H30 -7.13 -2.67 8.08
H31 -1.03 6.55 -12.18
C21 9.90 -0.83 2.08
C22 0.06 3.18 2.44
C23 -2.73 -0.87 -8.17
H32 -1.72 2.38 3.28
F14 -6.16 0.03 -1.17
C24 10.41 -4.66 0.59
O14 -2.90 -0.67 -9.33
C25 8.95 0.34 2.35
O15 -2.87 3.95 -10.30
H33 -0.96 1.64 5.28
H34 -1.92 -3.74 -3.66
O16 2.75 0.92 -0.32
H35 -3.73 -0.19 2.00
H36 1.26 1.03 2.86
H37 4.81 0.71 1.66
H38 7.98 3.78 4.24
C26 -4.28 -0.67 2.80
F15 -2.57 0.80 6.20
F16 -4.36 -0.25 -0.02
H39 -8.71 -0.98 7.09
C27 -3.46 1.27 -7.53
F17 10.97 -0.80 2.87
H40 9.37 2.80 4.73
C28 11.47 -6.54 -0.35
C29 -7.22 -1.67 8.48
F18 -5.88 -2.92 12.24
H41 10.29 -2.66 -0.19
F19 -7.26 -1.27 12.51
H42 0.68 1.74 4.59
C30 -5.75 -0.80 2.45
C31 -3.79 -2.90 -3.01
F20 -0.89 -2.01 -7.22
O17 10.35 -6.03 0.13
H43 -9.38 -1.65 8.58
O18 -0.51 -0.56 0.98
H44 -4.23 -3.87 -2.76
F21 9.29 -2.00 2.27
C32 -0.88 2.97 3.60
C33 1.05 1.05 1.80
H45 -3.24 1.91 -6.68
F22 11.16 -8.78 0.34
C34 -3.18 6.49 -12.17

These are the Löwdin partial charges, in e, on atoms 1 to 99: -0.41, 0.17, 0.12, -0.41, -0.43, -0.07, 0.16, -0.06, 0.13, 0.15, 0.11, 0.11, 0.08, 0.08, -0.05, 0.07, 0.17, 0.06, 0.08, 0.08, 0.08, 0.16, 0.09, 0.09, 0.18, -0.55, 0.07, -0.07, 0.18, -0.53, 0.07, 0.04, 0.17, -0.06, -0.36, -0.54, 0.17, -0.05, 0.83, 0.08, 0.17, 0.09, -0.05, 0.14, 0.16, 0.08, 0.13, 0.17, -0.20, 0.04, 0.17, 0.11, 0.14, 0.16, 0.13, 0.04, -0.07, 0.03, -0.54, -0.40, 0.05, 0.11, 0.04, -0.55, 0.08, -0.15, 0.08, 0.17, 0.08, 0.17, -0.55, 0.59, -0.40, -0.19, 0.18, 0.05, 0.12, -0.72, 0.13, 0.12, -0.54, -0.44, -0.41, 0.11, 0.15, -0.19, 0.17, -0.40, 0.17, 0.04, 0.08, -0.34, 0.11, 0.10, 0.05, 0.08, -0.17, 0.16, 0.15

***

[2]
# C34H45CeClIN4O6PS2

C34H45CeClIN4O6PS2 as an isolated structure (ωB97M-V with the def2-TZVPD basis set, OMol25).

**Charge**: +1
**HOMO-LUMO gap (alpha / beta)**: 7.24 / 7.24 eV
**⟨S²⟩**: 0.75
**Spin multiplicity**: 2

Element x y z (Å)
C1 -3.52 1.38 2.47
C2 0.33 5.76 2.80
H1 3.12 -3.33 -5.37
H2 -3.42 2.50 -2.86
H3 -1.67 1.49 -4.15
H4 4.02 -4.55 -4.45
C3 2.56 -5.47 -5.71
C4 1.47 -4.76 -0.95
Ce1 -0.67 0.64 0.25
C5 -2.53 2.32 -2.33
C6 0.14 6.22 1.51
H5 0.21 -6.30 -0.27
H6 5.20 -1.25 -3.03
C7 0.24 1.77 3.67
H7 3.98 -1.31 2.16
C8 1.79 -3.79 3.02
O1 -2.98 0.86 1.50
H8 -2.44 3.24 -1.74
H9 2.03 -4.60 -0.01
H10 6.12 -2.77 -2.90
C9 -3.08 3.07 4.26
H11 -3.08 -2.15 -2.13
C10 -2.84 5.04 2.18
C11 3.02 -3.10 2.94
C12 -3.28 0.00 -2.04
C13 4.68 -2.41 -1.31
H12 1.59 -5.41 -6.21
C14 0.56 2.67 4.73
H13 -3.23 0.05 -3.12
H14 -3.16 3.48 0.81
H15 -1.63 -0.75 -3.90
C15 0.35 4.43 3.13
C16 3.03 -1.86 2.26
C17 -2.54 5.38 3.56
N1 0.79 -2.09 1.68
H16 -0.28 -1.92 -3.60
O2 3.81 -3.38 -1.90
H17 -5.51 1.19 3.21
C18 -2.53 -1.24 -1.66
H18 0.33 0.72 3.91
C19 5.74 -1.95 -2.32
H19 -4.32 0.56 4.20
N2 -2.79 1.23 -1.39
H20 5.01 -2.95 -0.43
P1 2.48 -2.97 -2.64
H21 -0.50 -1.90 -1.45
H22 3.97 -3.53 3.36
C20 0.08 -5.25 -0.62
H23 -0.44 -4.59 0.06
C21 0.33 0.09 -3.56
H24 -4.72 -0.37 2.64
C22 -1.38 2.17 -3.35
H25 0.83 2.27 5.72
H26 -1.21 3.15 -3.87
H27 -2.46 4.66 5.56
H28 -3.25 2.27 5.00
S1 1.95 0.07 0.67
C23 3.05 -4.34 -4.84
H29 0.77 4.74 5.24
N3 -0.05 2.12 2.42
O3 -0.31 -1.53 1.18
C24 -0.24 3.86 0.83
C25 -4.61 0.62 3.17
H30 -0.32 -3.64 2.44
H31 -2.77 5.77 1.37
H32 -2.22 6.36 3.79
H33 2.39 -6.29 -5.03
I1 -0.52 5.83 -1.42
C26 -3.28 2.80 2.85
O4 1.28 -3.39 -1.60
C27 0.60 4.00 4.46
C28 -0.74 -0.95 -3.29
C29 -3.12 3.78 1.85
H34 -4.35 -0.13 -1.84
C30 -2.73 4.40 4.55
C31 1.94 -1.38 1.56
H35 3.26 -5.77 -6.54
H36 1.69 -4.74 3.44
H37 -2.58 -1.46 -0.59
O5 -0.44 2.99 -0.08
C32 -0.04 3.49 2.18
H38 -0.52 -5.22 -1.61
H39 4.13 -1.59 -0.91
C33 0.71 -3.22 2.41
O6 2.16 -4.30 -3.69
H40 6.54 -1.49 -1.68
H41 0.44 0.37 -4.61
H42 0.23 7.21 1.22
N4 -1.10 -1.15 -1.90
H43 2.09 -5.46 -1.48
S2 0.20 1.61 -2.52
C34 -0.16 5.24 0.58
H44 -3.49 1.56 -0.69
Cl1 0.48 6.91 4.12
H45 1.30 -0.38 -3.28

Formally, the Löwdin partial charges of the atoms, in units of the elementary charge, are as follows: -0.35, -0.59, 0.12, 0.10, 0.07, 0.09, -0.09, -0.26, 0.90, -0.26, -0.14, 0.09, 0.09, -0.10, 0.12, -0.05, -0.04, 0.08, 0.10, 0.07, 0.02, 0.16, -0.05, -0.03, -0.19, -0.31, 0.07, -0.03, 0.11, 0.12, 0.11, -0.21, -0.07, -0.03, -0.18, 0.12, -0.32, 0.09, -0.22, 0.12, -0.06, 0.07, -0.12, 0.12, 0.88, 0.12, 0.13, -0.08, 0.05, -0.42, 0.12, -0.35, 0.12, 0.09, 0.10, 0.12, 0.73, -0.32, 0.09, 0.06, -0.32, -0.48, 0.03, 0.15, 0.12, 0.07, 0.07, 0.94, -0.14, -0.36, -0.02, -0.27, -0.04, 0.14, -0.06, -0.65, 0.10, 0.10, 0.10, -0.30, -0.15, 0.11, 0.07, -0.03, -0.33, 0.10, 0.09, 0.08, -0.12, 0.10, 0.90, -0.59, 0.12, 0.72, 0.04

***

[3]
# C34H45N3OPt

C34H45N3OPt as an isolated structure (ωB97M-V with the def2-TZVPD basis set, OMol25).

**HOMO-LUMO gap**: 7.02 eV

Element x y z (Å)
H1 -4.60 -3.70 1.27
C1 -1.61 -3.28 -1.15
C2 -0.47 1.99 -0.85
C3 -3.41 -4.63 -0.23
H2 -0.60 -4.11 -2.80
C4 2.87 -0.26 -2.36
H3 1.65 1.29 -4.40
N1 0.56 1.25 -0.47
H4 3.38 3.60 2.30
H5 -4.58 0.05 0.21
C5 -2.00 -2.23 -0.30
C6 -2.04 0.01 -0.89
C7 -0.45 -2.02 -3.08
H6 1.73 -3.29 -2.08
H7 0.24 1.65 1.89
C8 -2.62 -0.33 2.19
H8 4.16 -2.07 3.25
H9 2.06 -3.15 3.02
H10 -0.13 -1.11 -2.57
H11 0.92 -4.37 -0.92
H12 -1.63 -0.74 2.29
N2 3.87 -1.36 2.61
H13 -2.03 -5.29 -1.74
C9 -3.61 -1.33 1.59
C10 -0.39 3.40 -1.07
C11 0.20 3.74 2.32
C12 -1.74 1.38 -1.12
C13 2.01 2.49 1.07
H14 -2.97 -0.05 3.19
H15 0.74 1.80 4.22
H16 4.80 2.59 -1.60
C14 1.84 -2.66 2.07
H17 2.19 -0.64 -1.59
C15 -2.70 3.50 -1.83
H18 -0.36 4.00 1.41
C16 -2.33 -4.47 -1.09
C17 2.80 1.96 -1.17
H19 0.59 1.04 -3.01
H20 -3.75 1.66 -1.84
H21 2.18 1.13 3.43
C18 0.40 -2.17 1.88
H22 -0.25 -3.00 1.60
H23 -5.60 -1.30 0.70
H24 2.15 2.82 3.95
C19 -3.77 -3.58 0.59
H25 2.08 -3.37 1.27
C20 -1.46 4.12 -1.54
H26 -3.96 -1.94 2.42
Pt1 0.43 -0.67 0.43
H27 3.58 1.62 -3.08
H28 2.63 -0.77 -3.30
H29 -5.28 0.03 1.82
O1 2.40 -0.52 1.18
C21 2.71 1.26 -2.52
C22 0.86 -3.39 -1.42
H30 0.25 -2.19 -3.90
H31 0.01 -1.77 2.82
C23 4.22 3.18 0.38
C24 4.01 2.58 -0.86
H32 -2.55 0.59 1.61
H33 -3.54 4.08 -2.20
C25 -0.46 -3.24 -2.16
C26 0.95 2.42 2.17
N3 -1.32 -0.95 -0.39
H34 -1.44 -1.83 -3.51
H35 0.85 -2.61 -0.66
C27 2.73 -1.47 1.93
H36 -0.51 3.69 3.14
C28 3.22 3.13 1.33
H37 -3.97 -5.55 -0.22
H38 4.41 -0.51 2.52
H39 -3.03 -0.29 -1.24
H40 0.90 4.56 2.52
C29 -4.84 -0.60 1.04
H41 -1.34 5.18 -1.70
C30 1.80 1.92 -0.20
H42 1.23 2.65 -3.34
C31 -3.08 -2.36 0.58
C32 1.47 1.59 -3.36
H43 5.16 3.67 0.59
H44 0.55 3.90 -0.89
C33 1.55 2.02 3.52
H45 3.89 -0.53 -2.07
C34 -2.81 2.16 -1.62

Formally, the Löwdin partial charges of the atoms, in units of the elementary charge, are as follows: 0.12, -0.13, -0.26, -0.07, 0.12, -0.06, 0.08, -0.05, 0.11, 0.06, -0.16, -0.11, -0.06, 0.08, 0.10, -0.07, 0.12, 0.11, 0.04, 0.09, 0.02, 0.21, 0.11, -0.35, -0.04, -0.05, -0.14, -0.15, 0.09, 0.08, 0.11, -0.18, 0.03, -0.10, 0.06, -0.04, -0.14, 0.06, 0.11, 0.06, -0.30, 0.05, 0.08, 0.07, -0.05, 0.11, -0.08, 0.12, 1.11, 0.12, 0.08, 0.08, -0.10, -0.35, -0.08, 0.08, 0.04, -0.08, -0.04, 0.07, 0.09, -0.36, -0.37, -0.11, 0.09, 0.00, -0.49, 0.08, -0.04, 0.10, 0.13, 0.13, 0.08, -0.06, 0.11, -0.22, 0.08, -0.13, -0.05, 0.10, 0.12, -0.07, 0.08, -0.06

***

| no. | strongest force on any atom (eV/A) |
| --- | --- |
| 1 | 1.4 |
| 2 | 3.4 |
| 3 | 1.9 |